[1]
71
Properties=species:S:1:pos:R:3 method="wB97M-V/def2-TZVPD" gap_ev="2.09 / 2.10" homo_ev="-17.580 / -17.581" total_charge=+4 multiplicity=1 e_lumo_ha="-0.5693 / -0.5691"
V 1.00532 0.70645 -0.09976
N 2.54222 2.44735 2.18594
C 3.28832 1.41685 1.67734
C 4.65832 1.39645 2.00454
C 5.43662 0.33025 1.62814
C 4.82262 -0.72575 0.94394
C 3.50112 -0.60585 0.59614
N 2.72302 0.45345 0.92584
C 1.20292 2.69545 2.10884
C 0.66462 3.69955 2.94324
C -0.69058 3.93005 2.94714
C -1.49948 3.14095 2.12074
C -0.90378 2.21955 1.29424
N 0.42802 1.99655 1.26084
H 3.06272 3.08595 2.78204
H 5.07512 2.22625 2.55494
H 6.49332 0.30755 1.84734
H 5.38302 -1.60925 0.68334
H 3.03192 -1.39185 0.01564
H 1.31872 4.26495 3.58894
H -1.13278 4.70035 3.56094
H -2.57038 3.26825 2.12144
H -1.51358 1.64495 0.60574
Cl 3.05162 3.23055 -0.82666
C 3.20292 1.86755 -1.86006
C 2.35012 0.82125 -1.56616
C 2.36232 -0.29145 -2.37756
Cl 1.17602 -1.44865 -1.91086
C 3.22392 -0.43325 -3.46196
Cl 3.21972 -1.84865 -4.41626
C 4.10722 0.64655 -3.74306
Cl 5.17682 0.53195 -5.05186
C 4.08882 1.81825 -2.94156
Cl 5.12192 3.13135 -3.29496
C 0.17232 2.40395 -3.85906
S -0.86288 2.47025 -2.37416
C -0.30428 4.08755 -1.75556
O -0.19838 1.47015 -1.40966
H 1.16972 2.77435 -3.63966
H -0.30168 3.03355 -4.60946
H 0.22262 1.38015 -4.22206
H -0.30128 4.79835 -2.57806
H 0.69982 3.98155 -1.35106
H -0.99018 4.44625 -0.99336
C -6.14188 -3.00195 1.89604
C -5.45198 -3.68485 0.75144
N -4.07378 -3.37275 0.50644
C -3.39488 -4.18135 -0.48806
C -3.45088 -3.51155 -1.86526
C -3.50298 -2.19135 0.89994
O -4.10268 -1.21845 1.28804
C -1.98668 -2.15345 0.98924
C -1.37968 -3.00545 1.91504
C -0.05328 -2.78675 2.24754
C 0.62582 -1.72865 1.66024
N 0.05672 -0.91975 0.76614
C -1.22188 -1.12675 0.43904
H -7.13888 -3.42305 2.00594
H -6.23988 -1.92205 1.75214
H -5.59808 -3.12535 2.83524
H -6.03698 -3.53935 -0.17556
H -5.50528 -4.77585 0.90574
H -3.86838 -5.16125 -0.53766
H -2.35298 -4.32425 -0.19196
H -4.48288 -3.36875 -2.17646
H -2.96348 -4.15555 -2.59046
H -2.95648 -2.54185 -1.85686
H -1.93628 -3.81155 2.37244
H 0.44032 -3.42035 2.96934
H 1.65652 -1.54625 1.94014
H -1.65348 -0.47145 -0.31246


[2]
81
Properties=species:S:1:pos:R:3 method="wB97M-V/def2-TZVPD" gap_ev=9.03 homo_ev=-14.399 total_charge=+2 multiplicity=1 e_lumo_ha=-0.1973 e_above_lowest_kj_mol=0.0
Ga -0.98147 0.26287 0.51206
C 0.69024 2.82969 4.93814
C 0.26455 1.58047 4.25469
C -0.00941 0.31209 4.73484
C -0.40127 -0.44693 3.63721
N -0.35982 0.30430 2.51841
N 0.05369 1.53461 2.93847
C -0.76088 -1.89401 3.65505
H 1.14998 2.59499 5.89476
H -0.17046 3.47348 5.12274
H 1.40472 3.38273 4.33066
H 0.07166 -0.02543 5.75255
H 0.13683 2.31736 2.30255
H -0.50512 -2.31546 4.62449
H -0.21637 -2.44891 2.88934
H -1.82994 -2.03734 3.51256
N -2.40978 3.22843 -5.15709
C -2.17198 2.26480 -4.58256
C -1.84359 1.06376 -3.86816
C -1.57934 -0.12946 -4.53060
C -1.22833 -1.23614 -3.77521
C -1.15163 -1.10980 -2.40064
N -1.42119 0.03468 -1.75822
C -1.76172 1.10061 -2.48130
H -1.64378 -0.18058 -5.60923
H -1.01139 -2.18546 -4.24354
H -0.87309 -1.95179 -1.78323
H -1.97999 2.01549 -1.94760
C -4.54203 -1.85879 -1.25915
C -4.49295 -1.39660 0.18462
S -3.12674 -1.91440 1.23354
O -1.78779 -1.47716 0.55711
C -3.10203 -3.70942 1.01804
C -2.28894 -4.20506 -0.16639
H -5.36367 -1.34334 -1.75446
H -4.73244 -2.92707 -1.33707
H -3.62398 -1.61751 -1.79194
H -5.35142 -1.75393 0.76412
H -4.50453 -0.30929 0.27809
H -4.15368 -3.99669 0.96162
H -2.70927 -4.09711 1.95866
H -2.63980 -3.79928 -1.11154
H -2.37987 -5.28960 -0.20829
H -1.23491 -3.96123 -0.04652
C 4.18527 2.15189 2.91435
C 3.83818 2.98842 1.86580
C 2.97459 2.54333 0.87238
C 2.45578 1.25217 0.93720
C 2.82130 0.40639 1.98792
C 3.68081 0.85692 2.97215
P 1.30261 0.59126 -0.29283
C 1.25115 1.66846 -1.73806
C 1.62255 1.21950 -3.00300
C 1.50169 2.06411 -4.09803
C 0.99942 3.34767 -3.94163
C 0.61167 3.79371 -2.68468
C 0.73290 2.95879 -1.58532
C 2.01986 -1.00482 -0.73041
C 1.39261 -2.19769 -0.37863
C 2.01362 -3.41264 -0.63388
C 3.26212 -3.43755 -1.23590
C 3.90182 -2.24943 -1.56910
C 3.29115 -1.03525 -1.30897
H 4.86434 2.50089 3.68043
H 4.24921 3.98668 1.80796
H 2.73288 3.19918 0.04951
H 2.44480 -0.60933 2.02986
H 3.96966 0.19685 3.77853
H 2.00494 0.21710 -3.14452
H 1.80494 1.71687 -5.07663
H 0.90088 3.99922 -4.79887
H 0.21180 4.79046 -2.55943
H 0.41263 3.32001 -0.61367
H 0.42526 -2.18571 0.11085
H 1.53088 -4.33932 -0.35324
H 3.74653 -4.38337 -1.43484
H 4.88342 -2.27111 -2.02118
H 3.80858 -0.11233 -1.54307
S -2.69215 1.78273 0.68850
C -1.67247 3.08221 1.03382
N -0.91227 3.92118 1.25504


[3]
12
Properties=species:S:1:pos:R:3 method="wB97M-V/def2-TZVPD" gap_ev=8.82 homo_ev=-8.581 multiplicity=1 e_lumo_ha=0.0088 e_above_lowest_kj_mol=81.0
C -0.04247 -1.19513 0.38243
N 0.30682 1.71727 0.23207
N -1.69289 -0.27559 -1.14403
N -0.24785 -0.41080 -0.84205
O 0.44188 0.78867 -0.90062
I -2.91783 0.44838 0.30395
H 1.05072 -1.13538 0.67901
H -0.77739 -1.00719 1.14193
H -0.16738 -2.29596 0.13695
H 0.64785 2.63459 -0.22649
H 0.81167 1.41282 1.08055
H -1.58575 0.47027 -1.88815


[4]
16
Properties=species:S:1:pos:R:3 method="wB97M-V/def2-TZVPD" gap_ev=7.82 homo_ev=-7.311 multiplicity=1 e_lumo_ha=0.0189 e_above_lowest_kj_mol=520.2
C 1.62882 -1.59927 -0.10028
C -0.04642 -0.08977 0.36718
C 2.01121 0.62637 -0.46496
C -1.94027 1.05213 -0.68663
C -1.54154 0.07903 0.46807
N 2.41194 -0.60658 -0.31352
N 0.33099 -1.34067 0.30144
O 2.49956 1.65126 0.21771
H 1.89287 -2.68226 -0.06066
H -3.05990 1.32858 -0.73572
H -1.77467 0.55852 -1.61057
H -1.50325 2.07332 -0.64896
H -1.99372 -0.88473 0.51254
H -1.91210 0.60242 1.46108
H -0.07457 -2.25230 0.37697
H 3.07104 1.48395 0.91632


[5]
10
Properties=species:S:1:pos:R:3 method="wB97M-V/def2-TZVPD" gap_ev=8.86 homo_ev=-8.577 multiplicity=1 e_lumo_ha=0.0102 e_above_lowest_kj_mol=307.2
C -0.67982 -0.47438 -0.04611
C -2.80655 -0.66119 -0.08526
C 0.40843 -1.12576 0.20574
C -0.99188 1.03878 -0.21724
O -3.51363 -1.57828 -0.06835
S -2.80663 1.07958 0.10140
H 1.35335 -0.61743 -0.08945
H 0.37891 -2.21104 0.50644
H -0.37882 1.41232 0.53742
H -0.90056 1.58870 -1.08736